[1]
Computed, not measured: C27H42BCoF4N2SeSi as an isolated structure in a non-equilibrium geometry, with the ωB97M-V functional and the def2-TZVPD basis.

Values from the calculation:
- total charge = -1
- highest occupied orbital energy (spin up / spin down) (eV) = -4.4 / -4.7
- LUMO level (spin up / spin down) (eV) = 2.1 / 2.1
- spin multiplicity = 4
- max |F| (eV/Å) = 1.78
- <S²> = 3.761
- orbital gap (spin up / spin down) (eV) = 6.5 / 6.8

The geometry in XYZ format:
```
79
Properties=species:S:1:pos:R:3:forces:R:3
Co 0.144 0.008 0.362 -0.314 0.313 -0.050
C 4.509 1.673 -1.361 -0.117 -0.114 0.010
C 3.028 1.692 -0.990 -0.092 -0.488 0.274
C 2.201 1.994 -2.243 -0.050 -0.201 0.181
C 2.806 2.864 -0.035 -0.100 -0.198 0.115
Si 2.361 -0.039 -0.202 1.753 0.275 -0.153
C 2.926 -0.172 1.742 0.062 0.015 -0.606
C 2.831 -1.609 2.250 -0.005 0.055 -0.219
C 1.917 0.649 2.549 0.086 -0.025 -0.354
C 4.335 0.339 2.032 -0.167 0.034 -0.106
C 3.121 -1.561 -1.253 -0.289 0.411 0.314
C 2.293 -2.813 -0.958 0.015 0.223 0.120
C 2.999 -1.302 -2.755 0.004 0.158 0.212
C 4.589 -1.846 -0.945 -0.193 0.148 0.088
H 4.809 2.662 -1.715 0.046 0.159 -0.077
H 4.720 0.963 -2.154 0.123 -0.096 -0.116
H 5.134 1.427 -0.506 0.148 -0.046 0.123
H 2.531 2.924 -2.712 0.071 0.128 -0.009
H 1.155 2.108 -1.967 -0.235 0.077 -0.025
H 2.271 1.200 -2.978 -0.016 -0.072 -0.207
H 3.012 3.813 -0.536 0.078 0.084 -0.131
H 3.450 2.807 0.839 0.082 0.053 0.128
H 1.774 2.896 0.297 -0.173 0.067 0.124
H 1.858 -2.035 2.037 -0.204 -0.212 0.013
H 2.976 -1.637 3.332 0.034 0.055 0.166
H 3.591 -2.244 1.804 0.086 -0.151 -0.050
H 0.894 0.279 2.357 0.082 0.162 0.430
H 1.954 1.701 2.287 -0.184 0.176 -0.041
H 2.099 0.560 3.622 0.002 -0.110 0.166
H 5.082 -0.246 1.504 0.163 -0.083 -0.084
H 4.544 0.263 3.101 0.060 -0.031 0.207
H 4.456 1.380 1.748 0.087 0.125 -0.018
H 1.240 -2.628 -1.146 -0.243 -0.099 -0.034
H 2.389 -3.132 0.074 -0.033 -0.107 0.176
H 2.610 -3.639 -1.597 0.087 -0.132 -0.110
H 1.964 -1.112 -3.030 -0.152 0.062 -0.151
H 3.338 -2.182 -3.308 0.022 -0.109 -0.047
H 3.608 -0.458 -3.064 0.000 0.040 -0.160
H 4.719 -2.161 0.084 0.112 -0.066 0.175
H 5.215 -0.975 -1.115 0.153 0.082 -0.036
H 4.945 -2.654 -1.589 0.099 -0.144 -0.095
C 0.415 8.715 -0.249 -0.041 -0.131 -0.029
C 0.180 7.238 -0.085 0.061 -0.069 0.040
C 0.413 6.606 1.126 -0.014 0.173 -0.046
C 0.145 5.260 1.316 -0.030 -0.065 -0.021
C 0.425 4.650 2.655 -0.081 -0.020 0.044
C -0.372 4.504 0.258 0.071 -0.360 0.239
Se -0.957 2.695 0.551 -0.082 -0.383 -0.155
C -0.566 5.111 -0.988 0.054 -0.037 0.055
C -1.098 4.353 -2.165 0.034 -0.082 -0.046
C -0.289 6.463 -1.134 0.060 0.100 0.070
H 0.919 9.121 0.627 0.015 0.076 -0.003
H -0.534 9.241 -0.375 0.040 0.066 -0.001
H 1.028 8.913 -1.128 0.034 0.094 -0.042
H 0.807 7.178 1.956 0.021 0.092 0.100
H 0.277 5.376 3.452 0.086 0.094 0.068
H 1.458 4.300 2.689 0.065 -0.111 0.097
H -0.230 3.798 2.824 0.084 -0.014 0.069
H -0.988 3.282 -2.010 -0.033 0.031 -0.085
H -0.575 4.642 -3.075 -0.014 0.073 -0.109
H -2.161 4.564 -2.291 -0.104 -0.056 -0.082
H -0.455 6.924 -2.097 -0.041 0.085 -0.191
N -4.886 -1.870 -3.278 -0.106 -0.024 -0.165
C -4.381 -1.389 -2.366 -0.284 -0.293 -0.630
C -3.767 -0.824 -1.229 0.521 0.533 0.860
C -4.518 -0.493 -0.099 0.330 -0.008 0.043
C -3.845 -0.041 1.020 -0.093 0.044 -0.148
C -2.474 0.114 0.957 -0.476 0.051 0.179
N -1.765 -0.130 -0.148 -0.856 -0.299 0.005
C -2.387 -0.612 -1.209 -0.286 -0.149 -0.250
H -5.593 -0.599 -0.104 0.000 -0.105 -0.004
H -4.366 0.191 1.936 -0.016 0.017 0.005
H -1.919 0.461 1.822 -0.094 -0.027 -0.022
H -1.778 -0.849 -2.068 0.004 -0.039 -0.046
F -0.369 -1.922 1.317 0.573 0.722 0.390
B -1.191 -3.061 0.942 -0.084 -0.123 0.009
F -0.670 -4.182 1.519 0.409 -0.488 0.291
F -1.171 -3.117 -0.432 0.131 -0.072 -1.018
F -2.474 -2.823 1.378 -0.747 0.288 0.383
```
Positions in Å, forces in eV/Å.

---

[2]
Computed, not measured: C27H42BaN5O5SSi2Te as an isolated structure, with the ωB97M-V functional and the def2-TZVPD basis.

Values from the calculation:
- total charge = -1
- highest occupied orbital energy (eV) = -5.0
- energy above the lowest of the compared OMol25 structures with the same formula, charge and spin (kcal/mol) = 6.4
- LUMO level (eV) = 1.9
- max |F| (eV/Å) = 0.52
- orbital gap (eV) = 7.0

The geometry in XYZ format:
```
84
Properties=species:S:1:pos:R:3:forces:R:3
Ba 0.426 0.063 -0.980 -0.334 -0.270 0.299
O 1.760 3.229 -0.270 -0.037 0.004 0.029
C 3.041 3.328 -0.874 0.024 -0.013 0.001
C 3.120 2.629 -2.221 -0.023 -0.017 -0.004
N 2.757 1.209 -2.246 -0.107 -0.014 -0.027
C 3.658 0.365 -1.446 0.067 0.116 -0.051
C 3.557 0.548 0.091 0.128 0.143 0.023
O 4.600 0.506 0.731 -0.040 -0.055 -0.024
O 2.373 0.728 0.560 0.017 0.048 -0.114
C 2.719 0.748 -3.645 -0.020 0.059 -0.074
C 1.616 -0.265 -4.047 0.067 -0.030 -0.154
O 1.932 -1.120 -4.868 -0.056 0.038 0.020
O 0.450 -0.054 -3.558 0.233 0.004 0.232
H 1.821 2.410 0.264 0.043 -0.024 0.028
H 3.811 2.962 -0.192 0.008 -0.014 0.020
H 3.247 4.389 -1.049 -0.010 -0.007 -0.005
H 4.139 2.779 -2.621 0.002 -0.006 0.012
H 2.430 3.140 -2.898 0.019 0.002 -0.004
H 4.707 0.512 -1.731 -0.005 0.011 -0.016
H 3.421 -0.683 -1.667 -0.026 -0.025 0.011
H 3.688 0.349 -3.965 0.005 -0.016 0.043
H 2.507 1.616 -4.275 0.022 -0.013 -0.015
N -0.059 -4.921 0.764 -0.057 -0.011 -0.103
C -0.167 -3.625 0.347 0.078 0.122 0.276
S 1.132 -3.006 -0.566 -0.058 0.118 -0.069
N -1.303 -3.068 0.765 -0.024 -0.033 -0.086
N -1.424 -1.740 0.611 -0.179 -0.033 -0.135
C -2.613 -1.288 0.870 0.109 0.019 0.062
C -3.758 -2.185 1.209 0.003 -0.036 0.013
C -3.901 -2.726 2.483 0.019 0.027 -0.021
C -4.997 -3.517 2.791 -0.017 -0.017 0.001
C -5.961 -3.783 1.826 0.008 -0.001 0.019
C -5.821 -3.254 0.553 0.021 0.012 -0.004
C -4.725 -2.457 0.248 -0.009 -0.020 -0.015
C -2.864 0.165 0.893 -0.035 -0.018 -0.067
C -4.093 0.661 1.351 -0.003 -0.001 0.002
C -4.295 2.025 1.422 -0.004 -0.008 -0.001
C -3.275 2.884 1.042 -0.009 -0.002 0.006
C -2.101 2.315 0.580 0.042 0.025 -0.079
N -1.900 1.003 0.486 0.134 -0.024 0.056
H 0.631 -5.492 0.312 0.004 -0.008 -0.023
H -0.897 -5.349 1.119 -0.004 -0.007 0.007
H -3.139 -2.532 3.227 0.001 0.002 0.005
H -5.098 -3.933 3.786 0.003 -0.001 -0.001
H -6.816 -4.403 2.068 0.002 0.000 0.001
H -6.564 -3.462 -0.208 0.001 0.001 -0.001
H -4.612 -2.044 -0.748 0.003 0.002 0.006
H -4.869 -0.028 1.651 0.001 0.016 0.016
H -5.240 2.415 1.780 -0.001 -0.002 0.000
H -3.379 3.959 1.095 0.001 0.002 0.001
H -1.281 2.943 0.248 0.009 -0.021 0.037
C -2.143 0.813 -5.577 -0.010 0.047 -0.007
Si -3.161 1.016 -4.027 0.085 -0.003 -0.099
C -2.779 -0.380 -2.845 -0.008 -0.036 0.070
C -4.998 1.031 -4.426 -0.013 -0.007 0.026
C -2.785 2.675 -3.213 0.002 0.059 -0.027
Te -0.707 3.013 -2.855 0.050 -0.079 0.048
C -0.997 4.775 -1.651 -0.023 0.001 -0.052
Si -0.684 6.348 -2.607 -0.008 0.001 0.010
C -1.865 6.451 -4.059 0.004 0.000 -0.002
C -0.962 7.827 -1.480 0.000 -0.002 -0.002
C 1.091 6.359 -3.204 0.005 0.008 -0.013
H -2.450 -0.082 -6.124 0.003 0.001 -0.007
H -1.090 0.687 -5.314 -0.025 -0.026 0.018
H -2.238 1.672 -6.246 -0.027 0.004 -0.010
H -3.275 -1.300 -3.165 -0.006 0.005 0.009
H -3.102 -0.161 -1.823 0.016 -0.005 -0.033
H -1.705 -0.587 -2.863 -0.076 0.002 -0.065
H -5.305 0.088 -4.884 0.006 0.002 -0.002
H -5.249 1.838 -5.118 0.007 0.000 0.001
H -5.591 1.169 -3.518 -0.009 -0.001 -0.004
H -3.284 2.716 -2.241 0.013 0.018 0.011
H -3.155 3.498 -3.829 -0.035 -0.026 0.001
H -0.303 4.674 -0.812 0.016 0.002 -0.010
H -2.019 4.718 -1.269 0.010 0.005 0.013
H -2.904 6.440 -3.720 0.002 -0.001 0.000
H -1.719 5.604 -4.733 -0.002 0.007 0.000
H -1.709 7.369 -4.630 0.003 -0.001 -0.003
H -1.993 7.861 -1.122 0.002 -0.002 -0.002
H -0.756 8.767 -1.998 0.000 -0.001 0.000
H -0.307 7.776 -0.607 0.001 0.006 -0.001
H 1.281 5.523 -3.881 -0.005 -0.001 0.001
H 1.781 6.273 -2.361 -0.003 0.001 -0.001
H 1.322 7.283 -3.737 0.006 0.000 0.005
```
Positions in Å, forces in eV/Å.

---

[3]
Computed, not measured: C27H42BiIN9O8P2 as an isolated structure in a non-equilibrium geometry, with the ωB97M-V functional and the def2-TZVPD basis.

Values from the calculation:
- total charge = +1
- highest occupied orbital energy (eV) = -10.3
- energy above the lowest of the compared OMol25 structures with the same formula, charge and spin (kcal/mol) = 0.0
- LUMO level (eV) = -2.5
- max |F| (eV/Å) = 1.43
- orbital gap (eV) = 7.8

The geometry in XYZ format:
```
90
Properties=species:S:1:pos:R:3:forces:R:3
Bi 0.835 -0.367 0.135 0.079 -0.020 -0.221
C 2.591 -3.521 -2.958 -0.058 -0.089 0.056
C 3.562 -2.946 -1.976 -0.091 0.062 0.103
N 4.842 -3.059 -2.251 0.014 0.070 0.079
C 5.752 -2.559 -1.397 0.020 -0.048 -0.120
C 5.423 -1.973 -0.206 -0.046 0.037 0.066
C 6.510 -1.484 0.715 0.007 -0.063 0.096
O 6.567 -2.211 1.946 0.007 0.117 -0.094
C 4.051 -1.839 0.114 -0.023 -0.056 0.049
C 3.697 -1.401 1.450 0.047 -0.040 -0.209
N 2.555 -0.939 1.806 -0.148 0.113 0.181
C 2.352 -0.725 3.198 -0.049 0.056 -0.147
C 3.272 -0.034 3.977 0.016 0.048 0.061
C 3.045 0.140 5.334 0.027 0.025 -0.009
C 1.897 -0.369 5.923 -0.011 -0.002 0.020
C 0.962 -1.044 5.150 -0.027 -0.015 0.040
C 1.193 -1.210 3.794 0.144 0.092 0.156
I -0.222 -2.147 2.595 -0.319 -0.329 0.191
C 3.084 -2.292 -0.795 -0.051 -0.038 -0.041
O 1.771 -2.202 -0.592 0.334 0.189 -0.038
H 3.123 -4.202 -3.618 -0.027 0.002 0.007
H 1.773 -4.040 -2.456 0.031 0.021 -0.002
H 2.157 -2.726 -3.560 -0.086 0.116 -0.071
H 6.792 -2.651 -1.696 -0.064 -0.015 0.001
H 7.468 -1.525 0.193 0.015 -0.012 0.004
H 6.345 -0.444 0.999 -0.025 0.028 0.014
H 6.826 -3.117 1.749 0.005 -0.063 -0.009
H 4.461 -1.550 2.213 0.020 -0.033 0.015
H 4.159 0.382 3.513 -0.041 -0.031 -0.005
H 3.768 0.681 5.931 -0.024 -0.024 -0.024
H 1.723 -0.239 6.983 -0.002 -0.004 -0.041
H 0.061 -1.436 5.604 0.035 0.004 -0.034
C -3.693 -3.578 -0.660 -0.004 0.032 -0.040
N -3.829 -2.174 -1.056 -0.155 -0.104 0.063
C -5.102 -1.562 -0.702 0.050 -0.029 0.040
P -2.463 -1.409 -1.498 -0.123 0.220 0.141
O -1.324 -1.537 -0.548 0.061 0.047 -0.163
O -2.981 0.115 -1.644 0.075 -0.074 0.116
P -2.354 1.571 -1.257 0.312 -0.050 0.025
O -0.990 1.467 -0.695 0.085 -0.225 0.025
N -3.411 2.204 -0.177 -0.211 -0.012 0.096
C -3.519 1.510 1.108 0.070 0.018 -0.034
C -4.648 2.851 -0.604 0.013 -0.041 0.013
N -2.434 2.394 -2.652 0.026 0.028 -0.230
C -3.443 2.160 -3.679 0.011 0.024 0.054
C -1.318 3.248 -3.071 -0.093 -0.044 0.037
N -2.072 -1.943 -2.990 0.009 0.001 -0.110
C -3.098 -1.941 -4.032 0.014 0.034 0.026
C -0.733 -1.630 -3.489 0.031 -0.033 -0.069
H -4.518 -4.157 -1.075 -0.006 0.002 -0.010
H -3.704 -3.679 0.429 -0.003 -0.001 -0.017
H -2.760 -3.994 -1.040 -0.024 0.045 0.017
H -5.916 -2.132 -1.153 0.003 -0.015 -0.008
H -5.155 -0.541 -1.069 0.019 -0.009 -0.010
H -5.250 -1.557 0.382 0.005 -0.003 -0.010
H -2.552 1.087 1.392 -0.069 0.049 -0.072
H -4.265 0.707 1.073 0.018 0.026 0.006
H -3.815 2.224 1.878 0.006 0.010 -0.011
H -4.479 3.446 -1.500 0.021 -0.041 0.034
H -4.983 3.522 0.187 0.010 -0.010 0.004
H -5.449 2.126 -0.797 0.014 0.032 0.001
H -4.240 1.518 -3.308 0.024 0.004 0.015
H -2.994 1.681 -4.554 -0.003 0.011 0.005
H -3.885 3.107 -3.994 0.011 0.006 -0.005
H -0.590 3.337 -2.269 -0.025 -0.012 0.016
H -1.689 4.241 -3.330 0.004 0.003 -0.007
H -0.820 2.816 -3.942 -0.002 0.010 -0.008
H -4.060 -2.240 -3.619 0.020 0.012 0.016
H -2.819 -2.656 -4.805 0.017 -0.009 0.014
H -3.201 -0.954 -4.497 0.005 -0.032 0.019
H 0.005 -1.808 -2.714 0.074 0.007 0.048
H -0.657 -0.592 -3.837 0.026 -0.039 0.019
H -0.513 -2.292 -4.326 0.015 -0.002 -0.018
N -0.169 5.228 3.958 -0.023 -0.054 -0.049
C 0.092 4.050 3.335 -0.002 0.048 0.044
C 0.949 3.979 2.229 0.016 -0.030 -0.016
C 1.162 2.763 1.620 -0.011 -0.013 0.032
N 0.602 1.612 2.024 0.106 0.090 -0.106
C -0.213 1.687 3.084 0.036 -0.001 -0.062
C -0.499 2.851 3.759 0.007 -0.019 -0.008
H 0.342 6.056 3.718 0.047 0.024 -0.030
H -0.690 5.245 4.814 -0.026 -0.016 0.055
H 1.446 4.864 1.851 -0.041 -0.044 0.025
H 1.827 2.703 0.765 -0.043 -0.021 0.040
H -0.658 0.756 3.416 -0.033 0.012 -0.014
H -1.167 2.829 4.612 0.030 0.014 -0.032
O 1.620 0.206 -2.204 0.490 0.456 0.155
N 2.597 0.882 -1.759 0.265 0.271 -0.374
O 3.396 1.467 -2.455 -0.942 -0.702 0.817
O 2.690 0.913 -0.453 0.081 0.052 -0.575
```
Positions in Å, forces in eV/Å.